38
Properties=species:S:1:pos:R:3:mulliken_charge:R:1 method="wB97M-V/def2-TZVPD" lumo_energy_ev=0.400 gap_ev=5.42 largest_force_ev_per_a=3.2 charge=-1 energy_ev=-60853.4481 homo_ha=-0.184
Ir 1.286 0.803 -0.847 1.240
N 0.732 0.006 -4.159 -0.040
C 0.082 1.092 -3.639 0.558
N -0.796 1.812 -4.296 -0.551
N -1.176 2.776 -3.422 -0.652
N -0.573 2.650 -2.305 -0.191
N 0.266 1.571 -2.392 0.314
C 1.603 -0.788 -3.454 0.579
N 2.239 -1.826 -3.952 -0.575
N 2.950 -2.323 -2.915 -0.593
N 2.760 -1.631 -1.854 -0.310
N 1.902 -0.626 -2.160 0.244
H 0.574 -0.211 -5.127 0.212
O 2.681 -1.727 2.025 -0.731
C 2.056 -1.077 1.222 0.772
O 2.392 0.025 0.661 -0.663
C 0.679 -1.536 0.799 0.386
C 0.101 -2.678 1.316 -0.625
C -1.172 -3.021 0.901 -0.412
C -1.825 -2.225 -0.034 -0.868
C -1.186 -1.104 -0.516 -0.294
N 0.032 -0.773 -0.088 -0.059
H 0.666 -3.259 2.030 0.552
H -1.657 -3.902 1.301 0.414
H -2.815 -2.469 -0.392 0.457
H -1.645 -0.450 -1.243 0.492
F -1.655 2.463 4.960 -0.343
C -1.181 1.824 3.846 0.730
C -2.115 1.580 2.728 0.107
F -3.361 1.224 2.896 -0.290
C -1.494 1.672 1.540 0.297
F -2.070 1.417 0.361 -0.409
C -0.149 2.106 1.699 0.381
S 0.849 2.716 0.502 -0.394
C 0.129 2.157 3.146 0.946
F 0.983 3.133 3.576 -0.368
C -0.013 0.919 3.962 -1.409
F -0.082 -0.319 3.323 0.096

---

78
Properties=species:S:1:pos:R:3:lowdin_spin:R:1 method="wB97M-V/def2-TZVPD" lumo_energy_ev="1.469 / 1.073" gap_ev="4.47 / 4.13" largest_force_ev_per_a=2.2 charge=-1 energy_ev=-92643.0044 multiplicity=2 homo_ha="-0.110 / -0.112"
Yb 14.211 9.888 13.522 0.100
C 11.740 14.093 8.470 -0.002
C 10.469 13.635 8.951 -0.005
C 10.520 12.754 10.034 0.000
C 11.705 12.309 10.577 -0.007
C 11.953 11.477 11.718 0.005
N 10.959 11.112 12.511 0.059
C 11.040 10.702 13.782 0.093
C 9.873 10.828 14.663 0.068
C 8.488 11.033 14.307 0.002
C 7.561 10.938 15.286 0.037
C 7.963 10.649 16.612 0.010
C 9.268 10.456 16.953 0.021
C 10.307 10.502 15.965 0.052
C 11.712 10.248 15.851 0.165
N 12.578 9.941 16.902 0.110
C 14.000 10.199 16.827 -0.033
N 14.615 10.792 15.788 0.007
C 15.873 11.157 16.228 0.053
N 16.870 11.659 15.501 -0.031
C 16.743 12.109 14.261 0.086
N 15.771 11.767 13.376 -0.002
C 15.980 12.472 12.220 0.034
N 15.197 12.588 11.163 0.049
C 13.966 12.141 11.033 -0.018
N 13.276 11.348 11.933 0.056
C 12.949 12.798 10.113 -0.007
C 12.948 13.773 9.124 -0.003
C 17.204 13.315 12.360 0.026
C 17.849 14.297 11.584 0.000
C 18.938 14.983 12.144 0.018
C 19.400 14.695 13.432 0.004
C 18.739 13.767 14.222 0.012
C 17.669 13.070 13.676 0.015
C 16.056 10.927 17.631 -0.003
C 17.010 11.373 18.538 0.014
C 16.843 10.966 19.857 -0.008
C 15.791 10.137 20.236 0.014
C 14.821 9.726 19.313 -0.008
C 14.893 10.214 18.021 0.009
N 12.083 10.226 14.511 -0.007
H 11.799 14.571 7.505 0.000
H 9.533 13.979 8.523 0.000
H 9.649 12.481 10.601 0.000
H 8.193 11.501 13.339 -0.001
H 6.473 11.110 15.135 0.002
H 7.207 10.572 17.354 0.000
H 9.556 10.330 17.984 0.001
H 13.865 14.259 8.845 0.000
H 17.601 14.395 10.504 0.000
H 19.318 15.847 11.642 0.001
H 20.260 15.195 13.827 0.000
H 19.120 13.615 15.236 0.001
H 17.858 11.956 18.118 0.001
H 17.437 11.350 20.654 -0.001
H 15.761 9.882 21.316 0.001
H 14.065 9.010 19.585 -0.001
C 14.279 5.597 15.203 0.000
C 14.474 5.244 16.512 0.000
C 13.715 5.877 17.489 0.000
C 12.947 6.962 17.093 0.000
N 12.585 7.211 15.837 0.000
C 13.250 6.490 14.889 0.000
C 12.221 7.725 18.169 0.003
C 11.739 7.064 19.317 0.001
C 11.060 7.813 20.282 0.000
C 11.065 9.193 20.206 0.000
C 11.596 9.903 19.164 0.000
C 12.042 9.153 18.070 0.010
H 14.831 5.144 14.389 0.000
H 15.275 4.547 16.819 0.000
H 13.742 5.614 18.558 0.000
H 12.925 6.659 13.824 0.000
H 11.961 6.032 19.494 0.000
H 10.477 7.371 21.100 0.000
H 10.577 9.688 20.979 0.000
H 11.725 10.968 19.080 0.000
F 15.154 8.069 12.866 0.001

---

31
Properties=species:S:1:pos:R:3:mulliken_charge:R:1 method="wB97M-V/def2-TZVPD" lumo_energy_ev=0.166 gap_ev=6.92 largest_force_ev_per_a=3.8 energy_ev=-20257.0062 homo_ha=-0.248
I -1.681 0.718 -4.507 -0.679
C 2.053 0.686 -1.790 -1.092
C 1.374 0.740 -0.415 -0.364
N -0.185 0.566 -0.445 -0.098
C -0.829 1.773 -1.205 -0.851
C -0.536 -0.777 -1.140 -0.291
C -1.948 -1.233 -0.904 -1.373
C -0.793 0.611 0.970 -0.838
C -0.335 -0.545 1.872 -0.646
O 0.898 -0.197 2.601 -0.354
C 1.312 -1.248 3.479 -0.793
H 2.148 1.674 -2.196 0.321
H 1.515 0.024 -2.462 0.311
H 3.064 0.322 -1.604 0.384
H 1.557 1.671 0.114 0.499
H 1.768 -0.094 0.204 0.277
H -1.886 1.660 -1.100 0.471
H -0.625 1.656 -2.282 0.075
H -0.291 2.596 -0.772 0.425
H 0.201 -1.523 -0.827 0.477
H -0.492 -0.465 -2.230 0.235
H -2.197 -1.491 0.153 0.293
H -2.206 -2.100 -1.519 0.403
H -2.636 -0.379 -1.121 0.300
H -1.820 0.562 0.881 0.591
H -0.423 1.563 1.373 0.523
H -0.203 -1.466 1.239 0.323
H -1.140 -0.792 2.552 0.556
H 1.486 -2.167 2.944 0.334
H 0.575 -1.422 4.229 0.340
H 2.275 -0.924 3.908 0.242

---

7
Properties=species:S:1:pos:R:3:mulliken_charge:R:1 method="wB97M-V/def2-TZVPD" lumo_energy_ev=0.598 gap_ev=12.36 largest_force_ev_per_a=3.0 energy_ev=-5659.0080 smiles=N#CCO homo_ha=-0.432
N 1.921 -0.275 0.010 -0.317
C 0.857 0.112 -0.039 0.199
C -0.590 0.574 0.056 -0.226
O -1.518 -0.423 -0.091 -0.488
H -0.714 1.008 -0.900 0.228
H -0.703 1.291 0.862 0.279
H -1.481 -1.109 0.594 0.325

---

14
Properties=species:S:1:pos:R:3:mulliken_charge:R:1 method="wB97M-V/def2-TZVPD" lumo_energy_ev=1.005 gap_ev=11.67 largest_force_ev_per_a=0.5 energy_ev=-8372.8581 smiles="CC(C)OC=O" homo_ha=-0.392
C 0.482 -1.045 0.934 -1.313
C -0.157 -0.197 -0.156 0.609
C 0.463 -0.397 -1.527 -1.338
O 0.042 1.197 0.193 -0.316
C -0.958 1.819 0.820 0.121
O -2.034 1.352 1.094 -0.499
H 0.579 -2.086 0.609 0.351
H 1.482 -0.662 1.162 0.330
H -0.116 -1.022 1.849 0.328
H -1.235 -0.376 -0.195 0.331
H 0.038 0.310 -2.245 0.340
H 0.258 -1.413 -1.882 0.383
H 1.548 -0.253 -1.495 0.314
H -0.649 2.848 1.055 0.360

---

78
Properties=species:S:1:pos:R:3:mulliken_charge:R:1 method="wB97M-V/def2-TZVPD" lumo_energy_ev=-5.327 gap_ev=6.97 largest_force_ev_per_a=2.3 charge=+2 energy_ev=-109895.7368 homo_ha=-0.452
Ir -0.758 0.473 -0.154 4.238
C 0.366 3.368 -0.068 -0.836
C -0.208 3.660 -1.439 -1.158
C -0.159 2.559 -2.469 0.869
C 0.140 2.938 -3.770 -0.974
C 0.085 2.026 -4.807 -0.641
C -0.291 0.732 -4.509 -1.154
C -0.556 0.406 -3.197 -0.628
N -0.480 1.278 -2.171 -0.042
N -0.514 2.506 0.742 -1.078
C 0.105 2.254 2.058 -2.041
C -0.614 1.123 2.735 1.409
C -0.699 1.006 4.110 -0.991
C -1.370 -0.079 4.655 -0.584
C -1.956 -1.004 3.805 -0.965
C -1.832 -0.826 2.441 -0.324
N -1.169 0.213 1.918 0.058
C -1.856 3.109 0.927 -1.392
C -2.896 2.530 0.009 0.895
C -4.004 3.268 -0.363 -1.029
C -4.993 2.668 -1.126 -0.513
C -4.849 1.334 -1.467 -0.987
C -3.713 0.659 -1.066 -0.079
N -2.739 1.246 -0.352 -0.074
H 0.536 4.312 0.460 0.532
H 1.332 2.869 -0.163 0.264
H 0.334 4.514 -1.842 0.660
H -1.247 3.989 -1.357 0.368
H 0.407 3.968 -3.962 0.496
H 0.320 2.328 -5.819 0.443
H -0.377 -0.028 -5.272 0.525
H -0.861 -0.594 -2.951 0.995
H 0.099 3.155 2.679 0.592
H 1.146 1.975 1.901 0.645
H -0.247 1.759 4.741 0.562
H -1.442 -0.192 5.728 0.503
H -2.502 -1.854 4.189 0.546
H -2.270 -1.519 1.735 0.439
H -1.808 4.193 0.805 0.490
H -2.179 2.928 1.954 0.624
H -4.091 4.300 -0.047 0.525
H -5.857 3.235 -1.444 0.463
H -5.597 0.816 -2.050 0.483
H -3.571 -0.381 -1.321 0.458
Se -1.475 -1.804 -0.895 -0.203
C -0.138 -2.616 -2.010 0.429
C -0.474 -3.838 -2.582 -0.912
C 0.440 -4.497 -3.392 -0.633
C 1.684 -3.936 -3.646 -0.685
C 2.013 -2.712 -3.082 -0.857
C 1.107 -2.051 -2.262 0.493
H -1.446 -4.277 -2.394 0.400
H 0.177 -5.452 -3.826 0.428
H 2.392 -4.449 -4.282 0.428
H 2.983 -2.273 -3.276 0.458
H 1.372 -1.107 -1.809 0.211
C 1.337 -3.753 1.019 -1.629
C 0.866 -2.490 1.728 0.436
N 1.939 -1.517 1.955 0.510
C 2.895 -1.885 3.021 -0.921
C 4.154 -2.596 2.535 -0.971
C 2.091 -0.414 1.232 0.747
C 3.292 0.447 1.554 -2.053
N 1.287 0.032 0.275 -0.408
H 0.468 -4.345 0.731 0.414
H 1.959 -4.369 1.667 0.450
H 1.896 -3.512 0.117 0.409
H 0.455 -2.751 2.704 0.360
H 0.087 -2.009 1.151 -0.731
H 2.352 -2.552 3.689 0.453
H 3.151 -1.001 3.604 0.498
H 3.907 -3.487 1.963 0.250
H 4.747 -2.901 3.397 0.422
H 4.784 -1.963 1.913 0.250
H 3.191 0.849 2.564 0.489
H 3.367 1.279 0.857 0.346
H 4.225 -0.107 1.512 0.344
H 1.752 0.831 -0.135 0.185

---

108
Properties=species:S:1:pos:R:3:mulliken_charge:R:1 method="wB97M-V/def2-TZVPD" lumo_energy_ev=0.344 gap_ev=8.06 largest_force_ev_per_a=0.9 energy_ev=-781002.6411 smiles="CCO[Si@](CCCCCCCOC)(CCCSC(=S)N(CC)CC)P(=O)(O)O.BrCCBr.BrCCBr.BrCCBr.BrCCBr.BrCCBr" homo_ha=-0.284
C -2.051 2.992 -3.438 -1.135
C -2.918 1.971 -2.714 -0.302
O -2.239 1.267 -1.674 -0.095
Si -1.651 1.985 -0.313 -0.891
C -2.893 3.233 0.346 -0.907
C -4.362 2.738 0.321 -0.165
C -4.909 2.239 1.671 -1.106
C -4.914 0.706 1.723 1.505
C -6.191 -0.057 1.350 -0.310
C -6.111 -0.742 -0.021 -1.043
C -4.845 -1.594 -0.211 -0.137
O -4.321 -2.077 1.031 -0.324
C -4.153 -3.481 1.094 -1.044
C 0.028 2.788 -0.496 -0.025
C 1.219 1.880 -0.874 -0.747
C 0.987 0.924 -2.052 -0.187
S 0.392 -0.729 -1.604 0.269
C 1.890 -1.704 -1.729 0.001
S 2.890 -1.564 -3.016 -0.430
N 2.134 -2.596 -0.698 0.241
C 3.340 -2.269 0.091 -1.072
C 3.243 -0.953 0.866 0.364
C 0.977 -2.999 0.114 0.181
C 0.148 -4.052 -0.607 -1.408
P -1.300 0.379 1.315 0.605
O 0.119 0.250 1.713 -0.794
O -1.925 -1.044 0.906 -0.447
O -2.200 0.921 2.539 0.009
H -2.055 3.957 -2.923 0.249
H -1.015 2.663 -3.491 0.216
H -2.435 3.161 -4.444 0.442
H -3.815 2.454 -2.316 0.235
H -3.262 1.210 -3.418 0.466
H -2.797 4.115 -0.300 0.521
H -2.585 3.541 1.349 0.688
H -4.444 1.915 -0.396 -0.123
H -4.996 3.543 -0.057 0.356
H -4.295 2.616 2.491 0.188
H -5.929 2.616 1.787 0.523
H -4.124 0.381 1.046 -1.372
H -4.600 0.381 2.716 0.165
H -7.081 0.577 1.384 0.424
H -6.321 -0.838 2.097 -0.261
H -6.129 -0.002 -0.828 0.349
H -7.001 -1.366 -0.141 0.467
H -4.057 -1.001 -0.688 -0.149
H -5.042 -2.434 -0.882 0.700
H -5.074 -4.003 0.815 0.401
H -3.338 -3.813 0.440 0.274
H -3.905 -3.734 2.124 0.320
H 0.203 3.206 0.504 0.032
H -0.008 3.644 -1.177 0.583
H 2.057 2.510 -1.190 0.506
H 1.552 1.348 0.013 0.050
H 0.260 1.313 -2.764 -0.313
H 1.911 0.782 -2.607 0.671
H 4.186 -2.267 -0.596 0.395
H 3.498 -3.107 0.771 0.400
H 3.829 -1.034 1.785 0.095
H 3.669 -0.128 0.294 0.172
H 2.211 -0.726 1.141 -0.270
H 1.379 -3.429 1.032 0.595
H 0.365 -2.145 0.415 -0.355
H -0.264 -3.673 -1.545 0.251
H -0.662 -4.400 0.036 0.344
H 0.773 -4.916 -0.839 0.390
H -2.816 -1.258 1.263 0.387
H -2.000 0.423 3.352 0.271
Br 4.052 0.873 -6.799 -0.142
C 5.810 0.364 -6.144 -0.527
C 5.827 0.140 -4.657 0.058
Br 5.777 1.810 -3.667 -0.142
H 6.493 1.150 -6.448 0.320
H 6.061 -0.556 -6.668 0.210
H 6.754 -0.348 -4.364 0.333
H 4.979 -0.444 -4.313 -0.097
Br 7.692 -0.057 -9.477 -0.130
C 9.453 -0.635 -8.895 -0.569
C 9.505 -0.851 -7.405 -0.577
Br 9.534 0.827 -6.426 -0.134
H 10.155 0.127 -9.220 0.371
H 9.652 -1.567 -9.418 0.346
H 10.415 -1.377 -7.125 0.371
H 8.641 -1.404 -7.049 0.325
Br -2.546 2.314 5.537 -0.170
C -0.650 2.490 5.946 -0.605
C -0.022 3.676 5.261 -0.622
Br 0.263 3.355 3.368 -0.001
H -0.180 1.557 5.650 0.350
H -0.594 2.605 7.026 0.372
H 0.961 3.869 5.683 0.375
H -0.638 4.566 5.346 0.378
Br -9.283 -0.327 5.263 -0.137
C -8.294 -1.678 6.247 -0.586
C -6.806 -1.458 6.163 -0.656
Br -6.102 -1.940 4.419 -0.063
H -8.586 -2.638 5.833 0.372
H -8.629 -1.604 7.279 0.356
H -6.290 -2.086 6.886 0.342
H -6.539 -0.418 6.324 0.366
Br 6.623 0.373 1.663 -0.113
C 6.833 -0.691 3.270 -0.649
C 7.546 -1.991 2.999 -0.558
Br 6.404 -3.272 2.090 -0.108
H 5.836 -0.852 3.669 0.373
H 7.411 -0.082 3.962 0.369
H 7.840 -2.462 3.934 0.343
H 8.418 -1.851 2.367 0.366

---

102
Properties=species:S:1:pos:R:3:lowdin_spin:R:1 method="wB97M-V/def2-TZVPD" lumo_energy_ev="-7.394 / -11.664" gap_ev="7.70 / 3.46" largest_force_ev_per_a=5.1 charge=+3 energy_ev=-90709.5393 multiplicity=5 homo_ha="-0.555 / -0.556"
Pd -0.181 -0.124 -0.324 0.988
N -2.116 1.929 0.601 0.091
P -1.348 0.816 1.676 0.092
C -2.603 0.792 2.967 0.029
C -2.824 2.005 3.646 0.006
C -3.765 2.082 4.674 0.002
C -4.508 0.961 5.037 0.000
C -4.301 -0.254 4.361 0.000
C -3.354 -0.344 3.331 0.002
C -0.090 1.793 2.517 0.012
C 0.117 3.157 2.239 0.008
C 1.014 3.892 3.029 0.011
C 1.730 3.266 4.046 0.002
C 1.563 1.898 4.286 0.003
C 0.636 1.172 3.544 0.004
P -1.515 1.900 -0.992 0.297
C -2.466 3.215 -1.737 0.072
C -3.867 3.119 -1.718 0.015
C -4.649 4.131 -2.277 0.005
C -4.052 5.242 -2.870 -0.002
C -2.651 5.345 -2.894 0.000
C -1.853 4.346 -2.345 0.004
C -2.261 0.365 -1.637 0.050
C -1.974 0.020 -2.986 0.033
C -2.660 -1.011 -3.603 0.005
C -3.643 -1.736 -2.912 0.039
C -3.917 -1.418 -1.583 0.024
C -3.257 -0.384 -0.948 0.086
H -2.652 2.717 0.943 0.001
H -2.259 2.880 3.369 0.000
H -3.914 3.022 5.192 0.000
H -5.240 1.015 5.832 0.000
H -4.865 -1.136 4.618 0.000
H -3.176 -1.286 2.825 0.000
H -0.448 3.635 1.447 0.000
H 1.138 4.951 2.835 0.001
H 2.419 3.844 4.649 0.000
H 2.151 1.392 5.038 0.000
H 0.468 0.122 3.758 0.001
H -4.322 2.246 -1.270 0.001
H -5.733 4.054 -2.248 0.001
H -4.668 6.016 -3.300 0.000
H -2.178 6.198 -3.364 0.000
H -0.767 4.398 -2.369 0.002
H -1.216 0.581 -3.521 0.002
H -2.420 -1.256 -4.621 0.000
H -4.188 -2.521 -3.408 0.002
H -4.649 -1.992 -1.027 -0.001
H -3.487 -0.118 0.075 0.002
C 2.141 2.932 -0.311 0.053
C 2.512 1.759 0.518 0.297
C 3.663 1.616 1.337 0.102
C 3.605 0.346 1.902 0.131
C 2.426 -0.253 1.364 0.300
C 1.915 -1.635 1.546 0.058
N 1.757 0.601 0.546 0.106
H 2.112 3.845 0.282 0.012
H 1.162 2.792 -0.769 0.011
H 2.890 3.095 -1.088 0.016
H 4.420 2.351 1.521 0.001
H 4.323 -0.103 2.562 0.002
H 2.448 -2.129 2.351 0.000
H 2.036 -2.229 0.633 0.017
H 0.839 -1.700 1.775 0.022
C 1.472 -2.179 -4.022 0.003
C 0.775 -1.817 -2.852 0.005
N 1.167 -0.791 -2.066 0.063
C 2.291 -0.118 -2.410 0.004
C 3.056 -0.420 -3.551 0.002
C 2.602 -1.467 -4.390 -0.002
C 4.186 0.409 -3.935 0.000
C 5.247 0.802 -3.135 0.001
C 5.568 0.342 -1.806 0.001
C 6.516 1.024 -1.034 0.005
C 6.826 0.485 0.193 -0.001
N 6.281 -0.666 0.639 0.003
C 5.406 -1.232 -0.171 0.002
N 4.983 -0.796 -1.332 0.001
H 1.088 -3.000 -4.608 0.001
H -0.125 -2.349 -2.547 0.002
H 2.559 0.675 -1.721 0.001
H 3.170 -1.722 -5.277 0.000
H 4.218 0.738 -4.966 0.000
H 5.950 1.514 -3.554 0.000
H 6.978 1.938 -1.366 0.000
H 7.513 0.931 0.896 0.000
H 4.934 -2.141 0.179 0.000
S -1.307 -2.549 0.278 0.636
C -1.401 -4.214 0.239 0.076
N -0.549 -5.027 -0.447 0.044
C -0.631 -6.479 -0.437 0.008
C -1.228 -6.930 0.888 0.004
C -2.585 -6.262 1.073 0.014
N -2.422 -4.822 0.943 0.095
H 0.153 -4.499 -0.955 0.000
H 0.372 -6.874 -0.596 0.001
H -1.236 -6.809 -1.293 0.005
H -0.567 -6.680 1.712 0.000
H -1.333 -8.015 0.910 0.001
H -3.035 -6.467 2.045 0.003
H -3.314 -6.606 0.331 0.007
H -3.031 -4.154 1.392 0.000